The molecule C3H8N2O2 in a non-equilibrium geometry, computed with ωB97M-V with the def2-TZVPD basis set.

Structure (ORCA input):
```
! wB97M-V def2-TZVPD RIJCOSX def2/J DEFGRID3
* xyz 0 1
O -0.770 0.054 2.383
O -1.276 0.661 -1.761
N 0.948 0.042 -2.151
N 1.265 -0.654 0.422
C 0.136 0.356 0.082
C -0.126 0.465 -1.398
C -1.069 0.098 0.970
H 1.872 -0.232 -1.647
H -1.481 -0.865 0.580
H 0.482 1.378 0.237
H 2.031 -0.152 1.017
H -1.636 0.096 2.812
H 0.585 -0.454 -2.976
H -1.841 0.864 0.848
H 0.881 -1.656 0.583
*
```

Summary:
ΔE to the lowest compared entry with this formula, charge and spin (kcal per mole): 46.4
Gap between HOMO and LUMO (eV): 10.008
SMILES: NC(=O)[C@H](N)CO
Highest occupied orbital energy (hartree): -0.34020

A cluster of 2 separate species, C3H10OS in total in a non-equilibrium geometry, computed with ωB97M-V with the def2-TZVPD basis set.

Structure (ORCA input):
```
! wB97M-V def2-TZVPD RIJCOSX def2/J DEFGRID3
* xyz 0 1
S -0.246 -0.233 1.973
O -3.330 -0.446 -1.504
C 2.333 0.697 1.292
C 1.253 -0.262 0.781
C -2.123 -0.193 -2.297
H 3.074 1.001 0.548
H -1.479 0.552 -1.922
H -1.649 -1.295 -2.389
H 1.940 1.616 1.687
H 2.873 0.059 1.998
H 1.624 -1.345 0.720
H -2.629 0.108 -3.118
H 0.394 -0.056 3.063
H -2.989 -0.317 -0.635
H 0.954 0.116 -0.198
*
```

Summary:
ΔE to the lowest compared entry with this formula, charge and spin (kcal per mole): 38.2
Gap between HOMO and LUMO (eV): 10.140
SMILES: CCS.CO
Highest occupied orbital energy (hartree): -0.34246

A structure of composition C20H40GaN2O7S in a non-equilibrium geometry, computed with ωB97M-V with the def2-TZVPD basis set.

Structure (ORCA input):
```
! wB97M-V def2-TZVPD RIJCOSX def2/J DEFGRID3
* xyz -1 1
Ga 5.171 1.296 1.129
S -0.498 -2.956 1.498
O 7.451 -1.686 -0.891
O 2.251 -2.705 1.890
O -8.120 0.269 -0.611
O -6.900 -0.121 -3.437
O 6.650 -1.465 3.592
O -5.149 -0.350 -0.931
O 5.173 0.362 4.437
N 2.439 -1.758 4.127
N 1.038 -1.885 3.976
C -6.486 0.707 -4.507
C -7.049 0.992 -0.010
C 0.958 -2.477 2.586
C -5.976 -1.172 -3.143
C 6.499 -1.342 -1.983
C 2.490 2.564 1.765
C 5.329 -0.343 -1.415
C -0.445 0.620 -0.590
C 3.203 -2.220 2.901
C -5.850 -1.387 -1.632
C 4.052 3.018 1.439
C -1.278 -0.765 -0.308
C -8.870 -0.494 0.319
C -0.183 -1.968 -0.107
C 5.881 1.094 -0.825
C 6.726 1.067 2.535
C 1.796 1.917 0.389
C 0.305 1.258 0.721
C 6.150 -0.081 3.603
C -5.784 0.934 -0.876
H 4.344 -2.241 2.644
H -8.218 -1.053 0.995
H -1.882 -1.022 -1.305
H -6.819 -1.580 -1.170
H 2.524 1.658 2.539
H 0.347 0.384 -1.437
H 4.518 3.539 2.403
H 1.739 2.821 -0.372
H 0.463 0.471 1.587
H -7.373 2.036 0.084
H 7.637 0.616 1.955
H 5.974 -1.984 4.156
H -6.819 0.610 0.989
H -4.984 -0.959 -3.560
H 6.982 2.086 3.072
H -5.963 1.322 -1.878
H -5.045 1.606 -0.424
H 7.052 1.227 -0.917
H 4.137 0.056 1.342
H -2.048 -0.672 0.600
H -5.430 0.984 -4.416
H -0.109 -2.731 -0.991
H -9.536 0.161 0.887
H 0.881 -1.438 -0.019
H -7.077 1.623 -4.474
H 7.048 -0.922 -2.936
H 4.802 -0.910 -0.507
H -1.204 1.414 -1.006
H -6.362 -2.083 -3.612
H 5.362 1.978 -1.436
H -5.256 -2.299 -1.477
H 7.089 -2.549 -0.486
H 4.460 -0.119 -2.193
H 2.468 1.077 -0.079
H -9.472 -1.215 -0.239
H 5.963 -2.366 -2.274
H 1.844 3.456 2.169
H 4.008 3.720 0.504
H -0.354 2.175 1.102
H -6.665 0.202 -5.460
*
```

Summary:
Gap between HOMO and LUMO (eV): 6.923
Highest occupied orbital energy (hartree): -0.17800

The ion C6H12NO with charge +2 in a non-equilibrium geometry, computed with ωB97M-V with the def2-TZVPD basis set.

Structure (ORCA input):
```
! wB97M-V def2-TZVPD RIJCOSX def2/J DEFGRID3
* xyz 2 2
O 0.578 0.364 1.906
N 0.478 0.921 -0.412
C -0.756 -1.169 -0.567
C 0.346 -0.330 -1.124
C 1.023 -0.445 -2.295
C -0.498 -0.633 2.054
C -1.357 -0.774 0.802
C 0.229 2.073 -0.943
H 0.694 0.838 0.664
H 1.787 0.205 -2.722
H -1.068 -0.246 2.905
H 0.366 2.942 -0.298
H -0.008 -1.602 2.193
H -1.862 0.204 0.693
H 0.810 -1.194 -3.060
H -0.422 -2.218 -0.452
H -1.503 -1.108 -1.366
H -0.054 2.051 -1.996
H 1.298 0.144 2.516
H -2.178 -1.458 1.012
*
```

Summary:
ΔE to the lowest compared entry with this formula, charge and spin (kcal per mole): 62.5
Expectation value of S²: 0.75
Gap between HOMO and LUMO (spin up / spin down) (eV): 9.657 / 6.056
Highest occupied orbital energy (spin up / spin down) (hartree): -0.72240 / -0.72232